# 1
Density functional theory data (ωB97M-V with the def2-TZVPD basis set) for a cluster of 12 separate species, C48H96O21S9 in total at a distorted geometry.

Output
E_HOMO = -9.0 eV
Gap between HOMO and LUMO = 9.043 eV
SMILES string = O=S1(=O)CCCC1.O=S1(=O)CCCC1.O=S1(=O)CCCC1.O=S1(=O)CCCC1.O=S1(=O)CCCC1.O=S1(=O)CCCC1.O=S1(=O)CCCC1.O=S1(=O)CCCC1.O=S1(=O)CCCC1.C1CCOC1.C1CCOC1.C1CCOC1
Total energy = -7050.05044 a.u.
Net charge = 0

```
174
Properties=species:S:1:pos:R:3:mulliken_charge:R:1
C 8.20 13.68 17.53 -0.160
C 9.62 13.93 17.92 0.706
C 10.04 12.81 18.90 0.037
S 8.60 12.65 20.01 1.091
O 8.61 13.75 20.98 -0.627
O 8.46 11.27 20.40 -0.678
C 7.36 13.08 18.70 -0.862
H 8.16 12.92 16.73 -0.365
H 7.70 14.57 17.18 0.562
H 9.71 14.84 18.49 -0.150
H 10.33 13.98 17.12 -0.628
H 10.97 12.96 19.48 0.509
H 10.21 11.84 18.40 -0.433
H 6.65 13.70 19.25 0.440
H 6.81 12.17 18.52 0.402
C 14.45 7.53 18.95 -0.710
C 14.08 8.07 20.34 -0.591
C 13.23 9.26 20.18 -0.669
S 12.06 8.71 18.93 1.024
O 11.82 9.85 18.10 -0.377
O 11.04 7.90 19.51 -0.726
C 13.13 7.56 18.11 -0.863
H 14.92 6.54 18.91 0.372
H 15.17 8.13 18.40 0.294
H 15.02 8.12 20.88 0.392
H 13.57 7.21 20.87 0.255
H 13.74 10.17 19.92 0.303
H 12.65 9.49 21.07 0.444
H 13.15 7.84 17.07 0.445
H 12.59 6.62 18.22 0.391
C 18.52 14.50 15.78 0.059
C 18.55 12.95 16.03 -0.801
C 17.70 12.36 14.88 -0.023
S 18.01 13.47 13.44 0.890
O 16.75 14.12 13.11 -0.177
O 18.90 12.90 12.45 -0.814
C 18.96 14.73 14.37 -0.873
H 19.17 14.93 16.52 0.478
H 17.45 14.82 15.88 -0.282
H 18.03 12.71 16.98 0.405
H 19.57 12.54 15.94 0.355
H 16.67 12.60 15.11 -0.673
H 17.85 11.35 14.56 0.753
H 18.94 15.68 13.89 0.212
H 19.99 14.37 14.27 0.454
C 9.26 10.57 15.36 1.168
C 9.78 9.25 14.84 -0.371
C 9.22 8.19 15.73 -0.792
S 7.48 8.53 15.68 1.190
O 6.93 8.08 16.94 -0.687
O 6.96 8.07 14.40 -0.679
C 7.71 10.28 15.52 -0.436
H 9.45 11.44 14.71 -0.128
H 9.75 10.77 16.31 -0.850
H 10.87 9.26 14.75 0.185
H 9.48 9.13 13.79 0.318
H 9.47 8.37 16.77 0.135
H 9.41 7.15 15.39 0.524
H 7.38 10.73 16.47 0.120
H 7.03 10.67 14.74 0.374
C 16.79 18.97 13.42 -1.064
C 17.03 17.48 13.66 0.195
C 16.15 17.05 14.82 0.575
S 14.63 17.75 14.49 1.247
O 13.78 18.01 15.61 -0.792
O 14.05 17.09 13.38 -0.618
C 15.40 19.30 14.03 -0.882
H 16.80 19.20 12.39 0.325
H 17.52 19.58 13.89 0.303
H 18.06 17.31 13.84 0.400
H 16.84 16.86 12.76 -0.114
H 16.42 17.51 15.75 0.594
H 15.97 16.01 15.01 -1.170
H 15.46 19.94 14.91 0.393
H 14.70 19.79 13.35 0.551
C 14.48 14.75 11.37 1.032
C 14.86 16.01 10.54 -0.956
C 14.39 15.77 9.13 -1.010
S 12.97 14.67 9.22 1.127
O 13.38 13.43 8.58 -0.708
O 11.77 15.33 8.77 -0.696
C 13.04 14.48 11.16 1.669
H 14.69 14.80 12.42 -0.585
H 15.03 13.88 10.99 -0.389
H 15.95 16.15 10.59 0.386
H 14.34 16.87 10.98 0.282
H 15.22 15.20 8.69 0.354
H 14.12 16.64 8.51 0.469
H 12.78 13.43 11.39 -0.996
H 12.39 15.21 11.66 0.242
C 8.28 15.14 9.63 -0.707
C 8.84 16.26 10.52 -0.567
C 8.56 15.87 11.97 -0.078
S 8.97 14.15 12.03 1.060
O 8.03 13.37 12.82 -0.897
O 10.37 14.09 12.40 -0.392
C 8.81 13.78 10.21 -0.227
H 8.53 15.33 8.57 0.348
H 7.22 15.14 9.75 0.431
H 8.24 17.17 10.43 0.460
H 9.87 16.48 10.31 0.245
H 7.46 15.98 12.16 0.404
H 9.17 16.40 12.72 -0.286
H 8.16 12.92 10.07 0.481
H 9.80 13.52 9.87 -0.340
C 12.61 8.57 9.90 0.024
C 12.09 9.32 8.67 -0.998
C 11.62 10.79 9.17 -0.055
S 11.29 10.61 10.97 1.174
O 9.87 10.80 11.26 -0.928
O 12.40 11.32 11.63 -0.496
C 11.67 8.85 11.11 -1.158
H 13.66 8.85 10.11 -0.242
H 12.59 7.46 9.71 0.459
H 11.29 8.82 8.15 0.369
H 12.89 9.48 7.96 0.446
H 10.77 11.25 8.66 0.594
H 12.51 11.40 9.15 -0.417
H 10.74 8.33 10.90 0.493
H 11.89 8.53 12.12 0.570
C 12.25 13.09 14.66 1.163
C 13.05 11.76 15.17 1.009
C 13.75 12.15 16.49 -1.270
S 14.00 13.92 16.50 0.276
O 15.45 14.10 16.51 -0.708
O 13.16 14.47 17.54 0.048
C 13.29 14.17 14.81 0.191
H 11.40 13.31 15.34 -0.407
H 11.86 12.92 13.65 -0.201
H 13.79 11.46 14.42 -0.765
H 12.47 10.91 15.40 -0.203
H 14.73 11.73 16.65 0.645
H 13.06 11.93 17.30 0.338
H 14.17 14.06 14.14 -0.556
H 12.92 15.18 14.70 0.435
C 15.45 11.16 10.45 0.481
C 16.59 10.22 10.05 -0.689
C 17.55 10.32 11.18 -0.578
O 16.72 10.68 12.38 -0.479
C 15.41 11.06 11.97 1.407
H 14.49 11.07 9.94 -0.186
H 15.87 12.13 10.17 0.013
H 17.01 10.48 9.07 0.447
H 16.13 9.24 9.92 0.200
H 18.28 11.08 11.14 0.233
H 18.09 9.45 11.55 0.390
H 15.15 11.99 12.52 -0.964
H 14.83 10.23 12.36 -0.137
C 10.86 16.37 21.93 -0.437
C 11.95 16.87 21.00 -0.543
C 12.57 15.59 20.50 0.896
O 12.20 14.56 21.42 -0.401
C 11.58 15.15 22.53 -0.498
H 9.94 16.12 21.40 0.125
H 10.53 17.10 22.74 0.349
H 12.66 17.47 21.56 0.326
H 11.59 17.57 20.21 0.187
H 13.66 15.60 20.41 0.225
H 12.32 15.31 19.51 -0.729
H 12.33 15.51 23.20 0.335
H 10.87 14.37 22.84 0.308
C 9.92 17.32 16.99 0.203
C 10.55 18.62 16.53 -0.565
C 10.51 18.47 15.02 -0.034
O 9.53 17.48 14.71 -0.543
C 9.77 16.48 15.67 0.126
H 8.90 17.35 17.40 0.422
H 10.56 16.89 17.77 -0.385
H 11.60 18.78 16.72 0.330
H 9.96 19.48 16.91 0.277
H 11.49 18.13 14.61 -0.278
H 10.17 19.26 14.37 0.381
H 10.61 15.87 15.44 -0.242
H 8.90 15.85 15.59 0.237
```

# 2
Density functional theory data (ωB97M-V with the def2-TZVPD basis set) for the molecule C4H9NO at a distorted geometry.

Output
E_HOMO = -9.5 eV
ΔE to the lowest compared entry with this formula, charge and spin = 239.4 kJ/mol
Gap between HOMO and LUMO = 10.388 eV
SMILES string = CC(C)NC=O
Total energy = -287.74125 a.u.
Net charge = 0

```
15
Properties=species:S:1:pos:R:3:nbo_charge:R:1
C 0.12 1.14 1.53 -0.636
C -0.34 0.29 0.27 -0.018
C 0.22 0.59 -1.44 -0.616
N -0.08 -1.10 0.55 -0.635
C -0.26 -1.89 -0.53 0.510
O -0.91 -1.51 -1.49 -0.601
H 0.18 2.20 1.29 0.225
H 1.09 0.83 1.93 0.201
H -0.57 1.08 2.40 0.223
H -1.42 0.44 0.16 0.196
H 0.03 0.04 -2.41 0.249
H 1.31 0.56 -1.38 0.188
H -0.19 1.57 -1.65 0.197
H 0.56 -1.38 1.29 0.398
H 0.26 -2.86 -0.52 0.118
```